Computed, not measured: 8 unconnected molecules or ions with the total composition C10H29BF4N13O6 in a non-equilibrium geometry, with the ωB97M-V functional and the def2-TZVPD basis.

```
63
Properties=species:S:1:pos:R:3:forces:R:3:nbo_charge:R:1
B -11.465 24.531 -16.806 0.907 0.184 0.057 1.3420
F -11.196 25.864 -17.163 -0.652 -0.604 -0.532 -0.5679
F -10.760 24.382 -15.570 0.196 -0.715 0.541 -0.5975
F -12.780 24.266 -16.509 -0.858 0.338 -0.405 -0.5599
F -10.937 23.612 -17.732 -0.397 0.393 0.244 -0.5576
C -9.744 28.533 -18.097 -0.178 0.858 -0.272 0.7718
O -8.618 28.968 -18.322 -0.471 -0.542 0.169 -0.6700
N -10.322 28.417 -16.867 0.449 0.138 0.954 -0.8606
N -10.663 28.263 -19.069 0.543 -0.129 -0.913 -0.8482
H -10.935 27.622 -16.717 0.241 0.351 0.090 0.4178
H -9.706 28.669 -16.108 -0.177 -0.126 -0.004 0.3889
H -10.320 28.109 -20.001 -0.201 0.072 0.077 0.3945
H -11.621 28.097 -18.837 -0.065 -0.233 -0.024 0.3941
C -7.982 22.015 -17.074 2.216 0.112 -0.600 0.7681
O -6.956 21.332 -17.077 -0.430 0.174 -0.049 -0.6921
N -8.006 23.332 -17.414 -1.373 0.176 0.456 -0.8435
N -9.170 21.491 -16.721 -0.248 -0.682 0.374 -0.8527
H -8.947 23.698 -17.391 0.354 0.527 -0.424 0.3934
H -7.317 23.812 -17.957 0.304 -0.342 0.081 0.4077
H -9.061 20.559 -16.360 -0.533 0.056 0.122 0.4059
H -10.015 22.027 -16.671 -0.042 -0.111 -0.078 0.3987
C -16.582 24.528 -14.336 -1.766 -1.486 -0.877 0.7784
O -16.444 23.682 -13.476 1.159 0.406 0.126 -0.6351
N -17.688 25.357 -14.281 -0.357 0.820 0.709 -0.8689
N -15.987 24.594 -15.568 -0.229 0.562 0.297 -0.8433
H -18.183 25.394 -13.408 0.183 -0.184 0.069 0.3976
H -18.062 25.960 -14.989 0.436 -0.072 -0.257 0.3785
H -15.268 24.009 -15.953 0.056 -0.219 0.456 0.4227
H -16.277 25.406 -16.076 0.345 -0.155 -0.464 0.3714
C -13.194 21.873 -14.001 -0.227 -1.017 1.514 0.7671
O -13.974 21.053 -13.513 0.183 0.922 -0.788 -0.6612
N -12.545 21.667 -15.170 -0.259 -0.855 -0.866 -0.8554
N -12.786 22.993 -13.351 0.015 0.543 0.558 -0.8471
H -13.046 21.070 -15.804 0.517 -0.161 -0.097 0.3977
H -11.717 22.158 -15.439 -0.215 0.312 -0.154 0.3914
H -12.205 23.653 -13.838 -0.169 0.196 -0.092 0.3900
H -13.393 23.345 -12.629 0.087 -0.122 -0.016 0.4123
C -13.494 27.501 -14.555 -0.077 1.448 0.089 0.7677
O -13.708 28.583 -14.002 -0.274 -0.713 -0.360 -0.6863
N -12.401 26.774 -14.277 1.353 -1.102 0.540 -0.8519
N -14.284 26.974 -15.532 0.301 0.693 0.425 -0.8633
H -12.063 25.992 -14.820 -0.332 0.193 -0.015 0.4010
H -11.780 27.079 -13.548 -0.178 0.237 -0.032 0.4068
H -14.090 26.046 -15.855 -0.293 0.013 -0.369 0.4138
H -15.000 27.599 -15.854 -0.119 -0.396 -0.214 0.4000
C -7.750 25.516 -13.780 0.118 0.011 -1.062 0.7735
O -6.744 26.126 -13.432 -0.520 -0.239 0.366 -0.6813
N -8.162 24.326 -13.256 1.007 1.059 0.351 -0.8607
N -8.551 25.925 -14.800 -0.309 1.123 -0.679 -0.8709
H -7.594 24.101 -12.457 -0.599 -0.912 -0.021 0.4097
H -8.963 23.888 -13.665 -0.021 -0.573 0.544 0.4048
H -8.328 26.786 -15.268 0.324 -0.097 0.107 0.3958
H -9.286 25.391 -15.239 0.215 -0.162 0.407 0.4122
N -15.958 21.453 -19.197 -0.439 0.348 -0.136 -0.5009
C -16.935 21.922 -20.030 0.154 -0.791 -0.844 -0.0805
C -17.024 23.266 -19.882 -0.183 0.730 0.549 -0.3103
C -16.088 23.650 -18.882 -0.162 -0.701 0.272 -0.2964
C -15.462 22.490 -18.460 0.491 0.299 -0.355 -0.0703
H -15.609 20.513 -19.230 0.064 0.025 0.237 0.4122
H -17.387 21.257 -20.749 -0.177 0.048 0.132 0.2034
H -17.729 23.948 -20.330 0.011 -0.180 -0.243 0.2170
H -16.016 24.653 -18.496 0.359 -0.084 0.086 0.2096
H -14.626 22.282 -17.813 -0.058 0.339 0.244 0.2163
```
Forces are in eV/Å.

- HOMO energy (Ha) = -0.2556
- strongest force on any atom (Eh/bohr) = 0.0480
- E_LUMO (eV) = 2.150
- energy relative to the best compared isomer or geometry (same formula, charge and spin) (kcal/mol) = 0.00
- charge = -1
- 2S+1 = 1

---

Computed, not measured: a single C3H7ClN2O molecule in a non-equilibrium geometry, with the ωB97M-V functional and the def2-TZVPD basis.

```
14
Properties=species:S:1:pos:R:3:forces:R:3:nbo_charge:R:1
C -0.455 -1.035 -1.112 -0.025 -2.746 -2.246 -0.4525
C -0.610 -0.033 -0.324 4.352 4.655 0.587 0.1267
C -1.710 0.502 0.443 -1.539 -1.856 -0.350 -0.3932
N 2.263 0.086 0.777 -0.966 -1.854 1.522 -0.5397
N 0.601 1.190 -0.253 -1.483 -5.007 -5.210 -0.3273
O 1.891 0.583 -0.492 -1.998 0.846 0.856 -0.2574
Cl -3.068 -0.715 0.223 -0.141 0.885 0.532 -0.0851
H 0.444 -1.410 -1.641 -0.286 1.113 0.632 0.2338
H -1.323 -1.641 -1.427 0.401 0.304 0.784 0.2322
H -2.035 1.455 0.109 -0.390 0.798 -0.407 0.2369
H -1.481 0.539 1.483 0.091 -0.039 0.818 0.2288
H 1.743 -0.829 0.955 -0.065 1.431 -0.532 0.3216
H 3.159 -0.329 0.678 1.565 0.242 -0.565 0.3423
H 0.580 1.638 0.582 0.485 1.226 3.579 0.3329
```
Forces are in eV/Å.

- structure (SMILES) = C=C(CCl)NON
- HOMO energy (Ha) = -0.3388
- strongest force on any atom (Eh/bohr) = 0.1434
- E_LUMO (eV) = 0.870
- energy relative to the best compared isomer or geometry (same formula, charge and spin) (kcal/mol) = 110.31
- 2S+1 = 1

---

Computed, not measured: 2 unconnected molecules or ions with the total composition C11H22Cl2N5O3, with the ωB97M-V functional and the def2-TZVPD basis.

```
43
Properties=species:S:1:pos:R:3:forces:R:3:nbo_charge:R:1
C -3.425 1.475 0.865 -0.036 -0.057 -0.037 -0.6168
C -3.249 1.231 -0.623 0.032 0.084 0.010 -0.2031
Cl -3.831 -0.403 -1.050 -0.023 -0.032 -0.074 -0.0384
C -1.802 1.448 -1.108 -0.352 -0.122 0.049 -0.2506
N -0.972 0.210 -1.138 0.483 0.195 -0.036 -0.4404
C 0.136 0.384 -0.330 -0.177 0.076 0.195 0.7207
N 0.055 0.124 0.954 -0.076 0.091 0.183 -0.5281
C 1.089 0.349 1.940 0.071 0.146 -0.114 -0.3454
C 1.808 -0.897 2.451 -0.229 0.016 -0.184 0.5233
O 2.818 -0.835 3.052 0.282 0.042 0.191 -0.4571
Cl 1.005 -2.418 2.105 -0.066 -0.090 -0.018 -0.0175
N 1.197 0.850 -0.986 0.163 -0.703 -0.399 -0.5652
C 0.879 0.815 -2.452 0.093 0.272 0.128 -0.2372
C -0.292 -0.162 -2.432 -0.108 -0.080 -0.012 -0.0316
C -1.134 -0.427 -3.676 0.029 0.062 -0.019 -0.4360
C -2.077 0.637 -4.253 0.066 0.230 -0.029 -0.2230
N -2.782 0.228 -5.457 0.233 -0.367 0.012 -0.8041
H -2.784 0.818 1.457 -0.015 0.017 -0.011 0.1875
H -3.186 2.515 1.100 0.042 -0.035 0.011 0.2240
H -4.454 1.287 1.165 0.010 0.001 -0.012 0.2493
H -3.885 1.915 -1.183 -0.014 0.014 0.054 0.2331
H -1.810 1.891 -2.098 0.056 -0.056 -0.118 0.2317
H -1.336 2.188 -0.450 -0.051 -0.031 -0.006 0.2113
H -0.812 -0.312 1.243 0.052 -0.006 -0.016 0.4486
H 1.853 1.010 1.531 -0.046 0.027 0.071 0.2503
H 0.663 0.855 2.809 0.013 -0.054 0.002 0.2707
H 2.131 0.608 -0.685 0.047 0.299 0.054 0.4260
H 0.630 1.823 -2.786 -0.019 -0.030 0.005 0.2202
H 1.743 0.462 -3.011 -0.037 -0.059 0.013 0.2385
H 0.179 -1.123 -2.191 -0.161 -0.066 -0.064 0.2127
H -0.403 -0.680 -4.453 -0.054 -0.062 0.005 0.2238
H -1.708 -1.339 -3.493 -0.010 0.043 0.056 0.2335
H -2.841 0.909 -3.527 -0.008 -0.004 0.031 0.1895
H -1.512 1.543 -4.501 -0.056 0.018 0.109 0.1864
H -3.311 -0.620 -5.281 -0.105 0.113 -0.006 0.3581
H -2.128 -0.004 -6.198 -0.035 0.111 -0.023 0.3562
C 4.484 -1.983 5.640 0.043 0.018 -0.028 -0.4842
N 5.201 -2.778 6.677 0.000 -0.016 0.035 0.5317
O 6.404 -2.653 6.754 -0.051 -0.010 -0.004 -0.3631
O 4.516 -3.498 7.373 0.038 0.029 -0.031 -0.3758
H 5.210 -1.391 5.097 0.012 -0.009 0.014 0.2296
H 3.974 -2.689 4.992 -0.020 0.000 0.011 0.2310
H 3.760 -1.362 6.159 -0.015 -0.017 0.001 0.2300
```
Forces are in eV/Å.

- HOMO energy (Ha) = -0.4530
- strongest force on any atom (Eh/bohr) = 0.0160
- E_LUMO (eV) = -3.106
- charge = +1
- 2S+1 = 1